Entry 1:
Computed, not measured: a structure of composition C31H32BN8RuSe at a distorted geometry, with ωB97M-V/def2-TZVPD.

Last column: Mulliken charge in e.
Geometry (Å):
Ru 0.125 -0.814 0.225  -0.853
C -2.003 0.654 -2.851  -1.367
C -0.905 1.392 -2.171  0.637
C -0.129 2.432 -2.694  -1.562
C 0.700 2.830 -1.662  0.911
C 1.752 3.876 -1.686  -1.476
N 0.415 2.067 -0.585  1.241
N -0.562 1.192 -0.902  -0.185
B 0.816 2.301 0.886  -0.807
N -0.385 1.953 1.770  0.225
N -0.957 0.729 1.778  0.578
C -1.956 0.760 2.659  0.342
C -2.913 -0.331 2.972  -1.170
C -2.018 2.031 3.238  -1.439
C -1.004 2.759 2.654  0.958
C -0.610 4.166 2.920  -1.426
N 1.937 1.339 1.337  1.211
N 1.757 0.007 1.291  0.607
C 2.838 -0.579 1.808  0.151
C 3.044 -2.050 1.845  -1.457
C 3.719 0.412 2.241  -1.536
C 3.114 1.617 1.924  0.967
C 3.629 2.990 2.157  -1.318
H -2.678 1.364 -3.328  0.481
H -2.559 0.056 -2.135  0.149
H -1.605 -0.004 -3.625  0.210
H -0.173 2.832 -3.687  0.533
H 1.794 4.332 -2.671  0.418
H 2.720 3.432 -1.466  0.200
H 1.553 4.649 -0.947  0.274
H 1.150 3.422 1.039  -0.143
H -2.603 -1.289 2.572  -0.203
H -3.890 -0.072 2.562  0.203
H -3.020 -0.423 4.051  0.456
H -2.718 2.360 3.979  0.506
H -1.285 4.600 3.653  0.371
H -0.657 4.756 2.008  0.273
H 0.406 4.217 3.308  0.213
H 2.358 -2.553 1.158  0.129
H 2.884 -2.437 2.851  0.296
H 4.063 -2.284 1.539  0.354
H 4.669 0.262 2.710  0.511
H 4.639 2.945 2.560  0.391
H 2.988 3.529 2.854  0.195
H 3.647 3.554 1.226  0.221
C 3.539 -0.482 -2.548  -0.908
C 3.147 -1.354 -3.556  -0.879
C 1.943 -2.016 -3.467  -0.951
C 1.103 -1.827 -2.360  0.266
C 1.511 -0.948 -1.323  0.804
C 2.712 -0.280 -1.447  0.319
C -0.178 -2.452 -2.198  1.084
C -0.643 -3.561 -2.901  -1.132
C -1.883 -4.095 -2.637  -1.234
C -2.729 -3.470 -1.677  0.837
C -4.011 -3.916 -1.359  -0.692
C -4.801 -3.239 -0.434  -0.929
C -4.334 -2.082 0.164  -0.730
C -3.060 -1.613 -0.129  0.180
C -2.225 -2.311 -1.014  -0.319
N -0.965 -1.860 -1.224  1.274
H 4.475 0.053 -2.611  0.510
H 3.782 -1.500 -4.418  0.375
H 1.620 -2.666 -4.266  0.405
H 3.061 0.422 -0.698  0.146
H -0.001 -4.027 -3.635  0.453
H -2.231 -4.978 -3.154  0.443
H -4.389 -4.805 -1.847  0.415
H -5.783 -3.614 -0.191  0.402
H -4.961 -1.544 0.860  0.392
H -2.695 -0.672 0.275  0.651
Se -0.310 -2.874 1.744  -0.055
C -1.509 -3.449 2.954  0.204
N -2.273 -3.816 3.736  -0.595

Cartesian forces (eV/Å) of the 3 atoms listed first:
-0.47 3.22 -0.47
0.08 -0.11 0.04
0.26 0.25 -0.20

Results
total charge = 0
<S²> = 0.7742
multiplicity = 2
relative energy (zero: lowest compared OMol25 entry of this formula, charge and spin) = 1.728 eV


Entry 2:
Computed, not measured: a structure of composition C31H32BrF6IN4O9PRuS2 at a distorted geometry, with ωB97M-V/def2-TZVPD.

Last column: Mulliken charge in e.
Geometry (Å):
Ru 0.585 -0.257 1.510  0.756
Br 2.102 -7.438 0.040  -0.234
C 1.504 -5.640 0.159  -0.169
C 0.293 -5.284 -0.431  -0.644
C -0.129 -3.968 -0.349  -0.285
C 0.617 -3.003 0.322  0.227
O 0.174 -1.757 0.350  0.046
C 1.834 -3.375 0.953  0.391
C 2.610 -2.486 1.720  -0.984
N 2.280 -1.202 2.058  0.550
C 3.018 -0.540 3.018  0.280
C 4.120 -1.027 3.716  -1.270
C 4.774 -0.220 4.663  -0.954
C 4.375 1.060 4.939  -1.027
C 3.237 1.583 4.279  1.003
C 2.708 2.870 4.509  -0.777
C 1.584 3.279 3.842  -1.132
C 0.954 2.401 2.956  -0.228
N 1.417 1.184 2.737  0.614
C 2.561 0.770 3.350  0.682
C 2.265 -4.719 0.830  -0.921
H -0.298 -6.020 -0.958  0.458
H -1.054 -3.653 -0.814  0.577
H 3.522 -2.888 2.137  0.138
H 4.487 -2.027 3.554  0.349
H 5.620 -0.638 5.194  0.398
H 4.897 1.666 5.668  0.416
H 3.202 3.525 5.216  0.440
H 1.168 4.266 3.988  0.510
H 0.060 2.680 2.419  0.409
H 3.194 -5.018 1.296  0.494
F -2.244 5.195 -0.420  -0.238
C -1.708 4.383 0.476  0.623
F -0.445 4.755 0.683  -0.189
F -2.361 4.536 1.629  -0.227
S -0.367 2.499 -0.842  0.137
O 0.666 2.124 0.065  -0.450
O -0.211 3.590 -1.738  -0.520
N -1.754 2.986 0.080  -0.357
S -3.258 2.205 0.219  1.211
O -4.250 3.224 0.139  -0.709
O -3.264 1.109 -0.677  -0.509
C -3.366 1.601 1.968  0.083
F -1.144 0.607 1.456  0.292
F -4.597 1.769 2.409  -0.235
F -2.518 2.148 2.811  -0.164
I -2.985 -2.107 1.683  0.123
C -1.972 -1.633 3.444  -0.086
C -2.734 -1.664 4.609  -0.582
C -2.110 -1.452 5.824  -0.371
C -0.747 -1.199 5.836  -1.015
C -0.087 -1.143 4.626  -0.057
N -0.673 -1.367 3.445  0.483
H -3.795 -1.856 4.545  0.440
H -2.677 -1.493 6.744  0.411
H -0.206 -1.051 6.760  0.481
H 0.975 -0.928 4.588  0.388
C 0.250 -2.516 -4.598  -1.541
C 0.923 -1.215 -4.201  1.649
C 1.230 -0.402 -5.453  -1.671
C 2.175 -1.465 -3.380  -1.456
O -0.088 -0.512 -3.351  0.145
P 0.039 1.017 -3.090  -0.254
O 1.390 1.538 -2.932  -0.642
O -0.881 1.245 -1.654  1.311
O -0.810 1.748 -4.167  -0.307
C -2.258 1.764 -4.441  1.962
C -2.905 0.439 -4.076  -1.305
C -2.865 2.922 -3.666  -1.553
C -2.333 2.015 -5.937  -1.807
H 0.755 -2.930 -5.471  0.383
H -0.796 -2.341 -4.852  0.315
H 0.294 -3.246 -3.795  0.330
H 2.005 -0.918 -6.018  0.543
H 1.598 0.594 -5.207  0.371
H 0.342 -0.305 -6.081  0.307
H 2.850 -2.103 -3.951  0.480
H 1.919 -1.972 -2.451  0.154
H 2.676 -0.528 -3.145  0.346
H -2.767 0.204 -3.019  0.181
H -2.496 -0.375 -4.675  0.177
H -3.977 0.511 -4.266  0.533
H -3.010 2.665 -2.618  0.215
H -3.836 3.177 -4.093  0.553
H -2.213 3.793 -3.728  0.339
H -1.882 1.187 -6.486  0.343
H -1.804 2.933 -6.192  0.402
H -3.375 2.113 -6.242  0.417

Cartesian forces (eV/Å) of the 3 atoms listed first:
-0.35 -0.89 0.60
0.00 0.00 -0.01
0.01 0.02 0.01

Results
total charge = 0
<S²> = 8.8129
multiplicity = 6
relative energy (zero: lowest compared OMol25 entry of this formula, charge and spin) = 2.937 eV


Entry 3:
Computed, not measured: a structure of composition C31H32F6N2O4S6Sc, with ωB97M-V/def2-TZVPD.

Last column: Mulliken charge in e.
Geometry (Å):
Sc -1.006 0.228 -0.049  -1.981
C 3.780 -1.546 -0.495  -0.936
C 3.926 -1.900 0.984  -0.980
S 2.349 -2.196 1.820  0.066
C 2.467 -1.140 3.279  -0.577
C 2.709 0.351 3.062  -1.105
S 1.538 1.206 1.976  0.230
C 2.656 2.042 0.845  -0.229
C 3.555 1.170 -0.029  -1.150
S 2.697 -0.166 -0.907  0.183
H 4.781 -1.378 -0.903  0.543
H 3.364 -2.396 -1.041  0.371
H 4.535 -2.802 1.070  0.548
H 4.460 -1.114 1.519  0.422
H 1.514 -1.296 3.792  0.084
H 3.242 -1.521 3.949  0.626
H 2.693 0.830 4.043  0.575
H 3.711 0.511 2.661  0.395
H 1.972 2.615 0.231  -0.494
H 3.265 2.757 1.402  0.724
H 4.038 1.824 -0.756  0.600
H 4.353 0.727 0.569  0.549
F -4.012 2.238 3.460  -0.240
C -3.805 1.034 2.919  0.796
F -2.885 0.396 3.648  -0.200
F -4.952 0.344 2.980  -0.219
S -3.311 1.247 1.131  0.433
O -1.865 1.680 1.325  -0.655
O -3.135 -0.212 0.709  -0.530
N -2.877 3.672 -0.634  -0.949
S -0.164 2.476 -2.222  0.946
O 0.556 1.804 -3.305  -0.720
O 0.092 1.711 -0.868  -0.425
C 0.987 3.915 -1.875  0.639
F 0.776 4.839 -2.822  -0.258
F 2.285 3.563 -1.941  -0.212
F 0.777 4.485 -0.682  -0.222
S -4.032 -0.162 -3.715  -0.506
C -4.503 1.391 -3.099  1.251
C -5.606 2.128 -3.502  -1.027
C -5.757 3.367 -2.862  -0.331
C -4.868 3.831 -1.927  -0.834
C -3.688 3.116 -1.504  0.321
C -3.580 1.805 -2.124  -0.680
N -2.562 0.866 -1.885  1.094
C -2.666 -0.185 -2.651  0.842
C -1.723 -1.315 -2.637  0.173
C -1.741 -2.267 -3.659  -1.112
C -0.831 -3.311 -3.648  -0.928
C 0.102 -3.401 -2.622  -0.949
C 0.102 -2.446 -1.612  0.504
C -0.808 -1.385 -1.581  0.901
H -6.294 1.775 -4.258  0.389
H -6.607 3.992 -3.123  0.343
H -5.011 4.803 -1.468  0.416
H -2.084 3.073 -0.452  0.009
H -2.451 -2.188 -4.475  0.412
H -0.841 -4.044 -4.447  0.342
H 0.823 -4.213 -2.613  0.449
H 0.833 -2.539 -0.810  0.423
C -2.584 -3.119 0.760  -2.395
C -1.772 -2.631 1.962  3.927
C -0.611 -3.660 2.168  -1.970
C -1.044 -1.366 1.744  -0.620
C -2.603 -2.552 3.253  -0.450
C -3.991 -2.549 3.205  -0.333
C -4.740 -2.462 4.373  -0.816
C -4.115 -2.373 5.604  -0.451
C -2.727 -2.365 5.662  -0.975
C -1.983 -2.450 4.498  -0.026
H -1.926 -3.272 -0.092  0.420
H -3.338 -2.395 0.464  0.405
H -3.071 -4.067 1.003  0.516
H -0.074 -3.814 1.235  0.276
H -1.095 -4.589 2.472  0.535
H 0.103 -3.376 2.941  0.372
H -0.720 -0.981 2.722  0.657
H -4.500 -2.585 2.252  0.377
H -5.821 -2.448 4.309  0.406
H -4.700 -2.299 6.512  0.394
H -2.222 -2.282 6.617  0.393
H -0.901 -2.424 4.565  0.207

Cartesian forces (eV/Å) of the 3 atoms listed first:
-0.02 0.13 -0.63
0.10 -0.08 0.01
0.09 -0.01 0.03

Results
total charge = -1
relative energy (zero: lowest compared OMol25 entry of this formula, charge and spin) = 2.373 eV


Question: Among the records above, which one has the lowest total charge?
Answer: C31H32F6N2O4S6Sc